Entry 1:
A molecular structure, C26H29MnNO5S at a distorted geometry. Source: OMol25; level of theory: ωB97M-V with the def2-TZVPD basis set.

Properties
Spin multiplicity: 4
LUMO (spin up / spin down) in eV: -7.519 / -7.519
Energy above the lowest of the compared OMol25 structures with the same formula, charge and spin in kJ/mol: 164.9
Charge: +2
Energy in eV: -81296.9279
Kohn-Sham gap (spin up / spin down) in eV: 6.32 / 6.31
HOMO energy (spin up / spin down) in eV: -13.83 / -13.82

Geometry as XYZ:
```
63
Properties=species:S:1:pos:R:3:nbo_charge:R:1
Mn 3.694 1.617 0.279 1.41
C 2.489 2.965 2.960 -0.24
O 2.735 3.085 1.527 -0.62
C 2.030 4.233 0.899 -0.08
C 0.583 4.031 0.814 -0.10
O 0.325 2.928 -0.019 -0.55
C -1.021 2.482 -0.113 -0.25
H 2.832 3.864 3.423 0.20
H 3.080 2.068 3.247 0.21
H 1.418 2.887 3.168 0.19
H 2.305 4.205 -0.117 0.22
H 2.281 5.138 1.405 0.21
H 0.193 4.970 0.387 0.20
H 0.165 3.904 1.774 0.17
H -1.778 3.266 -0.334 0.20
H -1.281 2.006 0.843 0.16
H -0.989 1.696 -0.871 0.19
N 3.327 -0.361 0.887 -0.54
C 3.424 -1.446 0.466 0.51
C 3.611 -2.783 -0.087 -0.23
C 4.270 -3.778 0.628 -0.15
C 4.418 -5.058 0.071 -0.19
C 3.780 -5.339 -1.121 -0.16
C 3.098 -4.349 -1.848 -0.20
C 3.038 -3.032 -1.342 -0.15
H 4.720 -3.627 1.607 0.24
H 4.888 -5.856 0.674 0.25
H 3.821 -6.296 -1.633 0.24
H 2.719 -4.558 -2.853 0.24
H 2.484 -2.234 -1.917 0.24
C 7.055 1.681 -1.240 -0.91
S 5.365 1.896 -1.623 2.39
O 5.191 2.099 -2.986 -0.89
O 4.816 0.647 -1.051 -1.00
O 4.750 2.994 -0.760 -0.99
H 7.350 0.810 -1.781 0.27
H 7.158 1.485 -0.187 0.25
H 7.720 2.516 -1.540 0.28
C -7.389 2.270 -0.862 -0.16
C -7.168 1.796 -2.171 -0.18
C -6.247 0.801 -2.433 -0.17
C -5.514 0.287 -1.396 -0.08
C -5.678 0.745 -0.049 -0.20
C -6.587 1.773 0.202 -0.19
C -4.534 -0.795 -1.768 -0.25
C -3.990 -1.587 -0.882 0.38
C -3.466 -2.301 0.137 -0.20
C -3.956 -3.519 0.637 -0.05
C -3.327 -4.121 1.696 -0.23
C -2.279 -3.442 2.318 -0.03
C -1.740 -2.221 1.884 -0.23
C -2.378 -1.678 0.803 -0.06
H -8.304 2.816 -0.667 0.24
H -7.738 2.260 -2.960 0.24
H -6.129 0.512 -3.408 0.22
H -5.142 0.190 0.710 0.21
H -6.863 2.008 1.209 0.23
H -4.358 -1.094 -2.837 0.31
H -4.840 -3.965 0.198 0.25
H -3.695 -5.041 2.052 0.25
H -1.762 -3.932 3.148 0.24
H -0.960 -1.762 2.421 0.24
H -2.020 -0.756 0.384 0.23
```

Entry 2:
A molecular structure, C26H29N10RbS2. Source: OMol25; level of theory: ωB97M-V with the def2-TZVPD basis set.

Properties
LUMO in eV: 0.060
Energy above the lowest of the compared OMol25 structures with the same formula, charge and spin in kJ/mol: 26.6
Energy in eV: -64660.4016
Kohn-Sham gap in eV: 7.14
HOMO energy in eV: -7.08

Geometry as XYZ:
```
68
Properties=species:S:1:pos:R:3:nbo_charge:R:1
Rb 0.227 0.033 1.826 0.92
S 0.019 -3.172 2.050 -0.46
C -0.243 -3.330 0.338 0.22
N -0.572 -4.431 -0.234 -0.38
N -0.773 -4.377 -1.652 -0.50
C 0.290 -4.892 -2.431 0.25
C 0.044 -5.151 -3.779 -0.29
C 1.058 -5.609 -4.602 -0.20
C 2.336 -5.811 -4.095 -0.26
C 2.577 -5.556 -2.753 -0.19
C 1.564 -5.102 -1.919 -0.29
N -0.163 -2.065 -0.364 -0.24
N 0.616 -2.091 -1.325 -0.14
C 0.659 -0.902 -2.108 0.05
C 1.703 -0.830 -3.022 -0.19
C 1.815 0.273 -3.852 -0.20
C 0.876 1.292 -3.779 -0.21
C -0.182 1.205 -2.881 -0.23
C -0.296 0.107 -2.046 -0.17
H -1.594 -4.945 -1.821 0.36
H -0.948 -4.974 -4.180 0.21
H 0.849 -5.803 -5.646 0.21
H 3.130 -6.166 -4.738 0.21
H 3.565 -5.717 -2.340 0.21
H 1.757 -4.908 -0.873 0.23
H 2.400 -1.657 -3.068 0.24
H 2.627 0.335 -4.565 0.21
H 0.954 2.148 -4.437 0.21
H -0.927 1.991 -2.844 0.21
H -1.128 0.010 -1.359 0.22
C -3.595 -3.299 0.975 -0.44
N -3.104 -2.435 2.029 -0.60
C -3.771 -1.433 2.575 0.33
N -5.039 -1.215 2.134 -0.81
S -3.090 -0.438 3.763 -0.41
H -2.821 -4.034 0.770 0.26
H -3.812 -2.741 0.060 0.20
H -4.499 -3.839 1.276 0.19
H -2.128 -2.589 2.300 0.45
H -5.530 -1.942 1.640 0.39
H -5.587 -0.581 2.688 0.41
N -1.763 4.049 4.383 -0.54
C -1.799 2.847 3.739 0.23
N -0.668 2.532 3.176 -0.53
C 0.189 3.587 3.472 0.14
C 1.525 3.782 3.127 -0.24
C 2.140 4.940 3.561 -0.22
C 1.450 5.895 4.324 -0.21
C 0.126 5.719 4.673 -0.24
C -0.487 4.550 4.235 0.08
H -2.512 4.442 4.923 0.42
H -2.677 2.216 3.741 0.23
H 2.050 3.052 2.525 0.23
H 3.178 5.117 3.313 0.21
H 1.969 6.788 4.647 0.22
H -0.404 6.456 5.262 0.22
C -0.077 4.061 -0.033 -0.66
C 1.143 3.271 -0.355 0.37
N 1.458 2.096 0.133 -0.53
C 2.670 1.761 -0.432 -0.10
C 3.088 2.749 -1.266 -0.11
N 2.103 3.706 -1.210 -0.52
H -0.874 3.389 0.279 0.25
H -0.413 4.631 -0.899 0.22
H 0.113 4.754 0.789 0.24
H 3.160 0.826 -0.220 0.21
H 3.957 2.849 -1.889 0.22
H 2.088 4.577 -1.711 0.42
```

Entry 3:
A single C26H29N5O3S molecule at a distorted geometry. Source: OMol25; level of theory: ωB97M-V with the def2-TZVPD basis set.

Properties
LUMO in eV: 0.414
Energy above the lowest of the compared OMol25 structures with the same formula, charge and spin in kJ/mol: 207.9
SMILES: COc1ccc(NC(=O)CSc2nnc(Cc3cccn3C)n2CCc2ccccc2)cc1OC
Energy in eV: -51860.9663
Kohn-Sham gap in eV: 7.98
HOMO energy in eV: -7.57

Geometry as XYZ:
```
64
Properties=species:S:1:pos:R:3:nbo_charge:R:1
C 4.336 -2.814 -2.803 -0.25
O 4.472 -1.758 -1.885 -0.49
C 3.582 -1.682 -0.855 0.23
C 2.517 -2.541 -0.657 -0.27
C 1.668 -2.378 0.427 -0.28
C 1.887 -1.356 1.334 0.23
C 2.949 -0.475 1.145 -0.38
C 3.790 -0.623 0.058 0.35
O 4.834 0.202 -0.223 -0.50
C 5.135 1.228 0.694 -0.25
H 6.012 1.732 0.290 0.20
H 5.371 0.825 1.684 0.18
H 4.312 1.945 0.785 0.18
H 3.091 0.318 1.857 0.27
N 0.993 -1.214 2.403 -0.64
C 0.986 -0.289 3.394 0.68
O 1.893 0.456 3.677 -0.59
C -0.316 -0.270 4.196 -0.61
H -0.443 0.723 4.625 0.27
H -0.292 -1.015 4.993 0.25
S -1.770 -0.661 3.176 0.24
C -1.411 0.427 1.859 0.16
N -0.786 1.564 1.966 -0.31
N -0.655 2.059 0.726 -0.30
C -1.207 1.231 -0.118 0.37
N -1.698 0.144 0.553 -0.38
C -2.400 -1.005 0.057 -0.21
H -2.160 -1.114 -1.002 0.23
H -2.041 -1.886 0.600 0.22
C -3.918 -0.863 0.262 -0.43
C -4.424 0.349 -0.467 -0.05
C -4.467 1.585 0.165 -0.21
C -4.856 2.717 -0.531 -0.20
C -5.209 2.623 -1.867 -0.22
C -5.176 1.394 -2.503 -0.22
C -4.781 0.264 -1.807 -0.17
H -4.751 -0.694 -2.307 0.20
H -5.454 1.314 -3.544 0.22
H -5.511 3.506 -2.410 0.22
H -4.881 3.672 -0.029 0.22
H -4.197 1.664 1.208 0.22
H -4.400 -1.767 -0.111 0.22
H -4.120 -0.776 1.332 0.22
C -1.247 1.424 -1.591 -0.49
C -0.261 0.536 -2.286 0.13
C -0.483 -0.578 -3.060 -0.31
C 0.770 -1.033 -3.507 -0.32
C 1.709 -0.183 -2.989 -0.05
N 1.082 0.760 -2.242 -0.33
C 1.738 1.848 -1.571 -0.42
H 1.596 2.783 -2.121 0.20
H 1.338 1.979 -0.565 0.24
H 2.804 1.633 -1.514 0.22
H 2.775 -0.174 -3.100 0.22
H 0.948 -1.878 -4.143 0.22
H -1.439 -1.002 -3.303 0.21
H -2.249 1.210 -1.967 0.25
H -1.017 2.474 -1.783 0.25
H 0.195 -1.838 2.364 0.40
H 0.838 -3.058 0.560 0.20
H 2.327 -3.347 -1.346 0.22
H 5.150 -2.690 -3.515 0.20
H 3.380 -2.765 -3.333 0.18
H 4.431 -3.789 -2.312 0.18
```

Entry 4:
A molecular structure, C26H30BaN3O3P at a distorted geometry. Source: OMol25; level of theory: ωB97M-V with the def2-TZVPD basis set.

Properties
LUMO in eV: -5.599
Charge: +2
Energy in eV: -48032.4557
Kohn-Sham gap in eV: 8.18
HOMO energy in eV: -13.78

Geometry as XYZ:
```
64
Properties=species:S:1:pos:R:3:mulliken_charge:R:1
Ba -0.153 0.863 -2.129 1.98
C -1.485 -2.492 0.159 -1.18
C -2.597 -1.768 -0.598 1.59
C -3.861 -2.625 -0.690 -1.73
C -2.956 -0.400 -0.006 -0.33
C -3.414 -0.401 1.466 -0.72
O -2.640 0.658 2.066 -0.36
C -1.791 1.113 1.152 0.02
N -1.840 0.571 -0.015 -0.03
C -0.997 2.292 1.550 0.48
C -1.695 3.274 2.253 -0.84
C -1.089 4.478 2.570 -0.82
C 0.221 4.712 2.187 -0.73
C 0.935 3.728 1.519 -0.86
C 0.350 2.501 1.211 1.03
P 1.328 1.243 0.331 -0.85
C 1.213 -0.294 1.303 1.81
C 1.773 -1.429 0.713 -0.99
C 1.836 -2.622 1.412 -0.55
C 1.330 -2.690 2.704 -0.66
C 0.767 -1.567 3.291 -0.77
C 0.709 -0.365 2.598 -0.09
C 3.080 1.663 0.583 0.12
C 3.941 1.640 -0.510 -0.29
C 5.304 1.824 -0.330 -0.67
C 5.806 2.039 0.945 -0.50
C 4.950 2.067 2.039 -0.81
C 3.591 1.873 1.865 -0.11
H -1.329 -3.480 -0.275 0.58
H -1.741 -2.641 1.208 0.35
H -0.543 -1.943 0.118 -0.05
H -2.237 -1.574 -1.621 -0.76
H -4.258 -2.834 0.305 0.38
H -3.644 -3.579 -1.169 0.43
H -4.640 -2.124 -1.268 0.46
H -3.751 0.020 -0.634 0.74
H -3.192 -1.327 1.994 0.38
H -4.468 -0.166 1.589 0.30
H -2.722 3.096 2.537 0.53
H -1.644 5.233 3.110 0.45
H 0.695 5.656 2.424 0.48
H 1.966 3.910 1.248 0.50
H 2.193 -1.365 -0.288 0.33
H 2.285 -3.497 0.961 0.46
H 1.380 -3.620 3.255 0.44
H 0.383 -1.618 4.302 0.47
H 0.276 0.509 3.071 0.49
H 3.548 1.481 -1.509 0.25
H 5.974 1.805 -1.179 0.42
H 6.869 2.185 1.087 0.43
H 5.344 2.234 3.033 0.42
H 2.929 1.876 2.722 0.44
C -0.239 -3.580 -3.993 -0.58
O -0.998 -2.586 -4.724 -0.40
C -0.917 -1.326 -4.391 0.76
O -0.257 -0.868 -3.437 -0.79
N -1.654 -0.544 -5.194 -0.05
N -1.744 0.828 -4.940 -0.57
H -0.916 -4.407 -3.803 0.27
H 0.141 -3.172 -3.063 0.21
H 0.581 -3.917 -4.621 0.30
H -2.170 -0.973 -5.949 0.24
H -2.717 1.079 -4.806 0.27
H -1.400 1.344 -5.743 0.28
```

Entry 5:
A molecular structure, C26H30Br2N2O4PS2Y at a distorted geometry. Source: OMol25; level of theory: ωB97M-V with the def2-TZVPD basis set.

Properties
LUMO in eV: -1.237
Energy above the lowest of the compared OMol25 structures with the same formula, charge and spin in kJ/mol: 58.3
Energy in eV: -210710.3135
Kohn-Sham gap in eV: 6.70
HOMO energy in eV: -7.94

Geometry as XYZ:
```
68
Properties=species:S:1:pos:R:3:nbo_charge:R:1
Y 0.153 -0.030 -0.420 1.75
Br 2.960 -0.948 -7.816 0.07
C 2.059 -0.239 -6.310 -0.07
C 2.029 -0.961 -5.128 -0.22
C 1.377 -0.435 -4.029 -0.16
C 0.727 0.795 -4.107 0.17
C 0.797 1.519 -5.300 -0.22
C 1.458 1.006 -6.400 -0.24
N 0.073 1.264 -2.953 -0.42
C -0.856 2.120 -3.040 0.12
C -1.513 2.699 -1.864 0.15
C -2.193 3.903 -2.009 -0.22
C -2.833 4.460 -0.917 -0.14
C -2.799 3.775 0.284 -0.24
C -2.094 2.583 0.347 0.08
N -1.445 2.052 -0.689 -0.49
H 2.511 -1.927 -5.071 0.24
H 1.345 -0.998 -3.109 0.23
H 0.373 2.513 -5.366 0.21
H 1.515 1.571 -7.320 0.23
H -1.229 2.484 -4.000 0.18
H -2.204 4.400 -2.970 0.23
H -3.351 5.406 -1.001 0.23
H -3.308 4.142 1.163 0.23
H -2.051 2.031 1.274 0.23
C 1.046 0.441 5.155 -0.64
C 1.440 -1.014 4.965 0.12
C 0.646 -1.940 5.872 -0.63
O 1.379 -1.413 3.572 -0.84
P 0.196 -1.579 2.537 1.75
S 1.046 -2.423 0.942 -0.58
S -0.771 0.168 2.228 -0.69
O -0.755 -2.593 3.331 -0.85
C -2.043 -3.186 2.994 0.13
C -2.046 -3.913 1.660 -0.64
C -3.186 -2.186 3.092 -0.64
H 1.271 0.746 6.178 0.21
H -0.020 0.572 4.977 0.22
H 1.597 1.082 4.467 0.23
H 2.503 -1.128 5.180 0.19
H -0.422 -1.761 5.759 0.21
H 0.927 -1.747 6.908 0.21
H 0.853 -2.983 5.638 0.23
H -2.161 -3.920 3.794 0.19
H -2.015 -3.200 0.837 0.22
H -2.960 -4.503 1.576 0.22
H -1.187 -4.576 1.578 0.23
H -3.202 -1.528 2.226 0.22
H -3.083 -1.576 3.991 0.22
H -4.133 -2.726 3.144 0.21
C -3.395 -2.130 -1.714 -0.27
O -2.347 -1.351 -1.124 -0.57
C -1.119 -1.351 -1.783 0.22
O -1.017 -1.992 -2.812 -0.64
H -4.282 -1.968 -1.107 0.18
H -3.124 -3.186 -1.719 0.19
H -3.565 -1.813 -2.742 0.19
Br 6.587 2.784 -0.095 0.02
C 4.843 2.021 -0.201 -0.06
C 4.674 0.671 0.038 -0.26
C 3.397 0.127 -0.051 -0.20
C 2.258 0.886 -0.372 -0.60
C 2.500 2.253 -0.586 -0.21
C 3.764 2.826 -0.512 -0.27
H 5.522 0.049 0.295 0.22
H 3.304 -0.934 0.152 0.21
H 1.674 2.923 -0.826 0.19
H 3.905 3.885 -0.690 0.22
```

Entry 6:
A molecular structure, C26H30BrCeN4O3Si at a distorted geometry. Source: OMol25; level of theory: ωB97M-V with the def2-TZVPD basis set.

Properties
Spin multiplicity: 2
LUMO (spin up / spin down) in eV: -0.006 / -0.001
Energy above the lowest of the compared OMol25 structures with the same formula, charge and spin in kJ/mol: 27.9
Energy in eV: -130402.5913
Kohn-Sham gap (spin up / spin down) in eV: 7.68 / 7.83
HOMO energy (spin up / spin down) in eV: -7.68 / -7.83

Geometry as XYZ:
```
66
Properties=species:S:1:pos:R:3:mulliken_charge:R:1
Ce -0.847 1.425 -0.597 0.94
O -0.125 -0.611 4.082 -0.59
C 0.723 -1.618 3.718 -0.05
C 1.464 -2.287 4.667 -0.68
C 2.182 -3.445 4.354 -0.54
C 2.251 -3.914 3.029 -0.87
C 1.443 -3.285 2.062 0.01
C 0.826 -2.093 2.394 0.74
C 0.051 -1.324 1.322 -0.42
O 0.643 -0.371 0.487 -0.05
N -1.203 -1.486 1.264 -0.75
N -1.954 -0.693 0.399 0.62
C -3.131 -1.179 0.237 -0.37
C -4.133 -0.493 -0.468 0.62
C -5.461 -1.093 -0.378 -1.02
C -6.561 -0.511 -0.898 -0.68
C -6.372 0.610 -1.705 -0.29
C -5.126 1.127 -1.868 -0.69
C -4.045 0.689 -1.125 0.71
O -2.956 1.396 -1.160 -0.48
H -0.656 -0.289 3.339 0.39
H 1.384 -2.024 5.675 0.53
H 2.820 -3.851 5.138 0.36
H 2.779 -4.819 2.685 0.38
H 1.426 -3.661 1.056 0.57
H -3.267 -2.155 0.639 0.39
H -5.503 -1.991 0.216 0.36
H -7.546 -0.893 -0.661 0.40
H -7.252 1.012 -2.213 0.37
H -5.063 2.017 -2.519 0.38
C 2.168 -0.171 -5.901 -1.39
C 1.300 -0.143 -4.680 0.88
C 0.607 -1.276 -4.279 -0.45
C -0.249 -1.235 -3.179 -0.69
C -0.263 -0.100 -2.392 0.12
Br -0.481 4.296 -0.404 -0.71
N 0.426 1.014 -2.762 -0.13
C 1.169 1.004 -3.843 -0.75
H 2.852 -1.003 -5.881 0.35
H 2.749 0.764 -5.996 0.36
H 1.569 -0.265 -6.823 0.29
H 0.674 -2.182 -4.905 0.36
H -0.902 -2.058 -2.899 0.50
H 1.748 1.897 -4.115 0.26
C 2.554 2.439 0.067 -0.94
Si 3.136 0.763 0.736 0.15
C 4.894 0.583 -0.021 -1.17
C 3.261 0.563 2.566 -0.71
C 2.054 -0.595 0.001 -0.06
H 3.490 3.064 0.088 0.38
H 1.745 2.830 0.665 0.23
H 2.222 2.369 -0.980 0.34
H 5.595 1.268 0.413 0.37
H 4.892 0.785 -1.072 0.33
H 5.267 -0.465 0.265 0.29
H 3.558 1.556 2.954 0.40
H 4.045 -0.185 2.749 0.25
H 2.272 0.289 3.014 0.11
H 2.404 -1.604 0.295 0.38
H 2.018 -0.500 -1.074 0.27
C -2.427 4.141 2.364 -1.18
C -1.939 2.782 2.376 0.65
N -1.530 1.710 2.346 -0.36
H -1.618 4.862 2.679 0.29
H -3.230 4.171 3.079 0.40
H -2.819 4.440 1.377 0.31
```